No. 1
Here is a molecular structure, C34H57BFINO10S3 from the Open Molecules 2025 dataset. Energies are from the ωB97M-V functional and the def2-TZVPD basis.

Each line ends with the Mulliken charge.
Positions of all 108 atoms, in Å:
C  -3.51909  -3.67452  1.62453  -1.67
C  -3.11806  -3.75389  0.17985  0.58
C  -3.55964  -4.74861  -0.68647  -1.10
C  -3.13812  -4.74107  -2.01176  -1.18
C  -2.24812  -3.79276  -2.52346  0.23
C  -1.88434  -3.86885  -3.98842  0.58
C  -0.39499  -3.68677  -4.30827  -1.74
C  -2.77703  -2.90671  -4.82702  -1.44
C  -1.79225  -2.81411  -1.63966  0.30
O  -0.92456  -1.82488  -2.07766  -0.34
C  0.38665  -1.89142  -1.54550  -1.21
C  0.97125  -0.47043  -1.50547  0.95
C  2.25180  -0.41377  -2.33852  -1.66
N  3.35758  0.35999  -1.68890  0.15
C  3.75165  -0.12968  -0.33094  -0.93
I  4.65805  1.65769  0.56059  0.20
C  4.80626  -1.22991  -0.45447  -0.72
B  6.01709  -1.14248  0.59975  0.46
O  5.81348  -1.48160  1.92388  -0.50
O  7.24967  -0.77700  0.13127  -0.50
C  2.49340  -0.56734  0.54923  1.96
F  2.42762  -1.92519  0.61148  -0.45
S  2.74731  -0.02720  2.27902  -0.12
C  1.23766  0.04893  -0.07459  -0.51
C  -0.01238  -0.06333  0.77855  -2.30
O  -1.10773  0.58310  0.15174  0.16
C  -1.11104  1.94307  0.40158  -0.02
C  -0.48615  2.80085  -0.49778  -0.20
C  -0.40456  4.17735  -0.29362  0.54
C  0.31708  5.04346  -1.29089  -1.60
C  -0.98485  4.68462  0.86650  -1.21
C  -1.63745  3.83254  1.75437  -0.66
C  -1.73313  2.45399  1.54916  0.36
C  -2.47178  1.52745  2.51530  1.15
C  -3.54944  0.74230  1.71245  -0.91
C  -3.21257  2.31350  3.59788  -2.12
C  -2.24134  -2.79755  -0.32567  1.46
H  -4.23112  -4.44511  1.89781  0.46
H  -3.94724  -2.69067  1.80607  0.37
H  -2.65002  -3.75055  2.27318  0.29
H  -4.23385  -5.49887  -0.30223  0.45
H  -3.51665  -5.50318  -2.67695  0.41
H  -2.13954  -4.87407  -4.30897  0.64
H  -0.15324  -4.32481  -5.15693  0.46
H  0.25925  -3.99484  -3.50036  0.32
H  -0.18159  -2.67520  -4.64134  0.38
H  -2.16583  -2.36597  -5.54321  0.37
H  -3.49647  -3.48505  -5.39607  0.34
H  -3.30268  -2.23052  -4.16335  0.36
H  0.40409  -2.37401  -0.57203  0.51
H  0.97782  -2.52185  -2.21074  0.09
H  0.22123  0.18089  -1.93918  0.64
H  2.63714  -1.38876  -2.61637  0.54
H  2.04385  0.10365  -3.27160  0.29
H  3.07254  1.33904  -1.60945  0.60
H  4.15124  0.36339  -2.32936  0.50
H  4.34646  -2.21441  -0.37513  0.25
H  5.26988  -1.17463  -1.43986  0.25
H  5.76092  -2.44099  2.00326  0.30
H  7.61938  -0.06379  0.66285  0.31
H  1.97192  1.06280  2.32557  0.23
H  1.46994  1.11677  -0.14174  0.22
H  0.12575  0.38287  1.75726  0.70
H  -0.26664  -1.10209  0.96108  0.65
H  -0.05471  2.37412  -1.39501  0.36
H  0.80929  4.39684  -2.01291  0.24
H  1.12094  5.56946  -0.78326  0.39
H  -0.33737  5.73978  -1.79960  0.35
H  -0.91691  5.74155  1.06974  0.48
H  -2.07078  4.27563  2.63555  0.43
H  -1.76443  0.82701  2.95651  0.27
H  -3.86587  1.35961  0.87511  0.30
H  -3.17131  -0.18860  1.31259  -0.15
H  -4.43272  0.56517  2.31619  0.54
H  -3.83907  3.05951  3.11768  0.47
H  -2.53903  2.77103  4.31639  0.40
H  -3.86998  1.62877  4.12283  0.49
H  -1.88660  -2.00040  0.31110  -0.57
O  -1.48915  -5.04471  4.29188  -0.66
S  -2.02470  -6.37300  4.22386  1.23
O  -3.41680  -6.60339  4.44763  -0.62
O  -1.16983  -7.31522  5.16964  -0.25
C  -1.02504  -6.93470  6.55829  -0.33
C  -2.28719  -7.15846  7.36588  -0.99
C  -1.57085  -7.10949  2.69155  -0.79
H  -0.69026  -5.89788  6.61549  0.31
H  -0.22076  -7.56078  6.93805  0.28
H  -3.09293  -6.50395  7.03785  0.30
H  -2.09308  -6.95609  8.41909  0.39
H  -2.63375  -8.18589  7.25859  0.27
H  -0.50757  -6.96003  2.52669  0.31
H  -2.15062  -6.61028  1.91702  0.20
H  -1.81947  -8.16666  2.72464  0.36
O  1.43720  8.52205  -1.39487  -0.64
S  1.37940  8.92775  -2.76796  1.33
O  1.32003  7.93987  -3.80219  -0.62
O  2.57538  9.92805  -3.05941  -0.32
C  3.91858  9.49642  -2.75127  -0.33
C  4.45060  8.47545  -3.73693  -0.96
C  0.06505  10.07262  -2.99461  -1.00
H  3.95200  9.12222  -1.72686  0.32
H  4.52037  10.40144  -2.78899  0.28
H  3.89552  7.54013  -3.68072  0.28
H  5.49822  8.26412  -3.52140  0.38
H  4.36518  8.84703  -4.75755  0.26
H  0.12443  10.83677  -2.22495  0.32
H  -0.86227  9.51140  -2.90402  0.36
H  0.14637  10.50591  -3.98760  0.33

Atomic forces in eV per Å
0.10 0.21 -0.23
0.33 -0.01 -0.15
0.25 0.47 0.04
-0.03 0.05 0.23
-0.08 -0.28 0.04
-0.08 0.31 -0.08
-0.22 -0.23 -0.48
0.44 -0.55 0.20
-0.35 -0.42 0.10
-0.04 0.09 0.14
-0.26 -0.06 -0.34
0.47 -0.43 0.60
-0.36 0.17 -0.70
-0.82 0.12 -0.30
0.93 -0.25 1.13
0.31 0.33 -0.81
0.27 -0.26 -0.32
0.01 -0.24 0.16
0.15 0.03 -0.41
-0.74 0.73 -0.24
-0.06 1.79 0.12
-0.02 -0.50 -0.37
-0.31 -1.00 0.83
0.15 -0.08 -0.14
-0.28 0.10 0.31
0.11 -0.25 -0.15
-0.06 0.87 0.22
-0.01 -0.11 0.03
-0.21 -0.23 0.11
0.33 -0.57 0.46
0.04 -0.50 -0.22
0.19 0.09 -0.25
0.35 -0.22 0.20
-0.80 0.34 -0.70
0.31 0.35 0.03
0.34 -0.45 -0.09
0.19 0.05 -0.17
-0.13 -0.05 0.07
-0.24 0.01 0.17
0.10 -0.13 0.13
-0.12 -0.17 -0.15
0.02 -0.10 -0.12
-0.03 -0.22 0.11
0.09 -0.05 -0.11
0.07 0.03 0.18
0.16 0.24 0.32
-0.04 0.27 -0.04
-0.27 0.05 -0.03
-0.09 0.29 -0.13
-0.15 0.01 0.13
0.18 -0.09 -0.04
-0.10 0.06 -0.09
0.18 -0.16 0.29
0.13 0.04 -0.17
-0.06 0.01 0.02
0.28 -0.05 0.26
-0.20 0.01 -0.07
0.04 0.05 -0.13
-0.24 0.00 0.41
0.60 -0.36 0.25
-0.02 0.01 -0.34
-0.04 0.17 0.02
0.18 0.05 0.14
-0.11 -0.14 -0.12
-0.01 -0.02 -0.13
-0.09 0.06 -0.35
-0.06 0.44 -0.03
-0.01 0.18 -0.07
-0.06 0.16 0.09
-0.10 -0.03 0.12
0.05 -0.08 0.17
-0.11 -0.03 -0.17
-0.03 -0.19 -0.07
-0.03 -0.23 0.17
-0.09 0.21 0.10
-0.01 0.22 0.07
-0.03 -0.03 0.24
-0.10 0.08 0.11
-0.14 0.13 0.07
0.25 -0.34 -0.15
-0.10 0.23 0.02
-0.01 -0.06 -0.11
0.00 0.15 0.53
-0.17 0.03 -0.19
0.06 -0.03 -0.04
-0.05 0.02 -0.14
0.03 -0.07 -0.19
0.02 0.02 0.01
0.08 -0.03 0.00
0.04 -0.02 0.05
0.00 0.00 0.02
-0.02 0.04 0.03
-0.02 0.00 0.02
0.06 -0.24 0.01
-0.06 0.42 -0.12
0.00 -0.20 0.13
-0.10 0.03 -0.06
0.48 -0.20 0.10
-0.20 -0.11 -0.06
-0.02 0.07 0.01
-0.14 -0.01 0.00
-0.16 0.11 -0.02
0.00 0.00 0.02
0.02 0.09 0.02
0.06 0.03 0.00
0.02 0.00 0.00
0.02 -0.04 0.01
0.02 -0.02 -0.01

Computed properties:
- Net charge: +1
- Kohn-Sham gap: 7.004 eV
- E: -3753.67047 a.u.
- HOMO: -10.5 eV

***

No. 2
Here is a molecular structure, C28H24BrN3RuTe from the Open Molecules 2025 dataset. Energies are from the ωB97M-V functional and the def2-TZVPD basis.

Each line ends with the Mulliken charge.
Positions of all 58 atoms, in Å:
Ru  0.57622  -0.17470  0.69165  -0.30
Br  5.65776  -0.97462  -4.90356  -0.09
C  4.67361  -0.92475  -3.31374  0.08
C  3.30908  -1.17928  -3.33535  -1.02
C  2.58003  -1.13395  -2.16044  0.47
C  3.21183  -0.86064  -0.95600  -0.07
C  4.57734  -0.57061  -0.94479  0.01
C  5.30644  -0.60835  -2.11828  -0.94
N  2.47952  -0.83120  0.28534  0.29
C  3.10049  -1.20456  1.34646  -0.37
C  2.46114  -1.05036  2.64740  0.49
C  3.09540  -1.30718  3.84047  -0.88
C  2.40162  -1.07853  5.02653  -0.25
C  1.10470  -0.60325  4.97109  -0.87
C  0.52437  -0.37147  3.73413  -0.04
N  1.18815  -0.59205  2.59317  -0.18
H  2.81815  -1.40827  -4.27077  0.45
H  1.51937  -1.31388  -2.20045  -0.13
H  5.07828  -0.26499  -0.03575  0.61
H  6.36190  -0.37517  -2.10938  0.45
H  4.09700  -1.62605  1.29064  0.73
H  4.11361  -1.67182  3.84766  0.47
H  2.87715  -1.26742  5.97984  0.48
H  0.53547  -0.41357  5.86975  0.44
H  -0.48582  -0.00471  3.64848  0.46
N  1.41888  6.79235  -1.18061  -0.36
C  1.27653  5.67702  -0.94870  -0.21
C  1.10376  4.28115  -0.65793  0.52
C  2.00851  3.35361  -1.18029  -1.10
C  1.85430  2.01087  -0.90265  0.33
C  0.79426  1.58797  -0.08589  1.31
C  -0.12477  2.52809  0.41224  -0.07
C  0.03429  3.87205  0.13935  -1.17
H  2.82292  3.69678  -1.80357  0.51
H  2.55202  1.30336  -1.32466  0.30
H  -0.96148  2.21831  1.02032  0.22
H  -0.65918  4.60542  0.52697  0.49
C  -6.95599  -0.52193  -0.57084  -1.44
C  -5.47265  -0.74178  -0.60756  0.42
C  -4.86459  -1.37091  -1.68616  -0.98
C  -3.49664  -1.58505  -1.74564  0.90
C  -2.89771  -2.29297  -2.93783  -2.03
C  -2.72142  -1.13177  -0.66656  0.19
Te  -0.68862  -1.63778  -0.82215  0.47
C  -3.29583  -0.49030  0.42911  0.92
C  -2.50668  -0.00172  1.60803  -0.06
C  -4.66788  -0.31256  0.44526  -0.82
H  -7.44318  -0.96120  -1.43843  0.37
H  -7.18559  0.54424  -0.55554  0.35
H  -7.38958  -0.96524  0.32610  0.37
H  -5.47146  -1.71679  -2.51450  0.31
H  -3.66509  -2.52106  -3.67231  0.38
H  -2.43083  -3.24078  -2.65528  0.44
H  -2.14111  -1.68301  -3.43906  0.43
H  -1.42511  -0.22175  1.47419  -0.89
H  -2.80833  -0.51028  2.52539  0.52
H  -2.63439  1.06693  1.76470  0.62
H  -5.12013  0.18011  1.30039  0.49

Atomic forces in eV per Å
-0.47 0.01 -0.20
0.01 0.00 -0.02
0.02 0.00 -0.01
-0.03 0.00 0.00
0.03 -0.09 0.00
0.09 -0.02 0.10
-0.01 0.03 -0.01
0.01 0.01 0.01
0.04 -0.17 -0.08
-0.02 -0.05 -0.04
-0.08 -0.02 -0.11
0.04 -0.04 0.03
0.03 0.00 0.03
-0.03 0.00 0.01
0.13 -0.05 -0.11
0.01 -0.07 0.37
-0.01 0.00 0.01
0.02 -0.01 -0.04
-0.01 0.01 0.02
0.00 0.00 0.01
0.03 0.01 0.00
0.00 -0.01 0.00
-0.01 -0.01 -0.01
0.00 0.00 0.00
-0.11 0.04 -0.03
0.00 0.00 0.01
0.00 -0.01 0.00
-0.01 0.04 0.01
0.00 -0.01 -0.01
-0.05 0.04 0.03
-0.04 0.15 -0.21
0.09 -0.05 -0.08
0.02 0.03 0.00
0.00 0.00 0.00
-0.04 0.10 0.00
-0.11 -0.05 0.07
-0.01 -0.01 0.00
0.00 -0.03 -0.02
-0.03 0.05 0.10
-0.01 -0.05 -0.12
0.13 -0.03 0.02
0.03 0.05 0.10
0.03 -0.06 -0.04
0.33 0.14 0.21
0.14 -0.05 -0.03
-0.01 0.03 0.00
-0.11 0.08 0.01
0.00 0.00 0.00
0.00 0.00 0.01
0.00 0.01 0.01
-0.04 0.03 0.02
-0.03 -0.01 -0.02
-0.04 -0.01 0.00
-0.04 0.03 -0.01
0.03 0.05 0.06
0.08 -0.05 0.01
0.03 0.06 -0.01
-0.04 -0.02 -0.05

Computed properties:
- Net charge: +2
- Kohn-Sham gap (spin up / spin down): 5.478 / 5.493 eV
- Energy above the lowest of the compared OMol25 structures with the same formula, charge and spin: 0.0 kcal/mol
- E: -4181.95146 a.u.
- HOMO (spin up / spin down): -14.0 / -14.0 eV

***

No. 3
Here is C3H8NOPS2 in the gas phase from the Open Molecules 2025 dataset. Energies are from the ωB97M-V functional and the def2-TZVPD basis.

Each line ends with the Mulliken charge.
Positions of all 16 atoms, in Å:
C  -1.20485  1.11164  1.03587  -0.75
C  -2.03501  1.16536  -0.49727  -0.09
C  1.89495  -2.52853  -0.21492  -0.85
N  0.13078  1.15897  0.73476  -0.29
O  -1.37430  0.92134  -1.57094  -0.62
P  0.91058  0.24795  -0.48403  0.54
S  2.66059  0.84348  -0.99191  -0.30
S  0.22539  -1.77019  -0.20179  -0.06
H  -1.61570  1.96149  1.57961  0.36
H  -1.47804  0.22545  1.48516  0.34
H  -2.82504  0.33514  -0.29102  0.17
H  -2.48121  2.22125  -0.44230  0.27
H  2.53242  -2.22070  0.70071  0.29
H  2.29435  -2.16510  -1.07960  0.33
H  1.84869  -3.61311  -0.32905  0.33
H  0.51641  2.10553  0.56672  0.32

Atomic forces in eV per Å
-1.29 1.37 -2.23
-2.69 -0.10 1.83
-0.09 -0.26 3.16
3.41 0.63 -0.92
2.87 -0.76 -0.19
-3.18 0.59 0.55
-0.48 -0.53 0.11
0.86 0.91 -0.04
0.56 -0.02 0.02
-0.50 -1.99 0.94
0.58 1.36 -0.13
0.29 -1.13 -0.14
-1.17 -0.61 -1.55
1.59 0.93 -2.19
-0.37 0.14 0.33
-0.39 -0.54 0.44

Computed properties:
- Kohn-Sham gap: 7.318 eV
- Energy above the lowest of the compared OMol25 structures with the same formula, charge and spin: 86.9 kcal/mol
- E: -1386.75331 a.u.
- HOMO: -8.4 eV

***

For each record above, in turn, the calculated largest force on an atom values are 1.8; 0.5; 3.6 eV/A.